No. 1
Here is the molecule C3H8O at a distorted geometry from OMol25. Energies are from the ωB97M-V functional and the def2-TZVPD basis.

Structure (ORCA input):
```
! RIJCOSX wB97M-V def2-TZVPD def2/J DEFGRID3
* xyz 0 1
C -1.25 -0.77 -0.55
C -0.51 0.55 -0.63
O 0.84 0.46 -0.15
C 1.05 -0.08 1.17
H -2.34 -0.81 -0.80
H -0.74 -1.51 -1.16
H -1.15 -1.22 0.53
H -1.15 1.25 -0.03
H -0.54 0.85 -1.71
H 0.89 -1.19 1.28
H 2.18 0.26 1.22
H 0.39 0.48 1.97
*
```

HOMO level, Eh: -0.362
SMILES: CCOC
ΔE to the lowest compared entry with this formula, charge and spin, eV: 1.3159
Calculated total energy, eV: -5286.8346



No. 2
Here is a 2-piece molecular cluster, C24H55B2IN6O10P3S2 overall at a distorted geometry from OMol25. Energies are from the ωB97M-V functional and the def2-TZVPD basis.

Structure (ORCA input):
```
! RIJCOSX wB97M-V def2-TZVPD def2/J DEFGRID3
* xyz 1 1
C -0.84 1.97 3.96
C -0.41 2.81 2.73
B 0.70 2.16 1.85
O 1.78 1.56 2.45
N 0.72 2.30 0.31
C 2.01 2.29 -0.05
N 2.78 3.23 0.49
N 2.54 1.41 -0.95
P 3.94 0.47 -0.39
O 3.30 -0.39 0.83
I 4.14 -1.33 -2.06
C 1.71 1.16 -2.17
C 2.53 1.70 -3.36
C 3.27 3.05 -3.16
C 4.77 2.87 -2.84
C 5.65 3.79 -3.69
O 7.01 3.40 -3.73
C 7.62 3.34 -2.46
C 0.22 1.66 -2.01
B -0.57 0.81 -3.15
N -1.60 -0.20 -2.89
O -0.21 1.06 -4.44
P 0.05 3.48 -2.44
O 0.74 4.35 -1.48
O 0.54 3.68 -3.94
O -1.52 3.84 -2.51
C -0.24 1.42 -0.51
C -1.62 2.02 -0.15
C -2.92 1.69 -0.89
C -3.58 0.33 -0.61
S -4.52 0.51 0.94
C -4.89 -1.07 1.63
S -5.02 -1.07 3.26
N -5.11 -2.21 0.89
C -5.38 -2.07 -0.54
C -6.01 -3.36 -1.10
O -5.70 -4.45 -0.25
C -4.34 -4.40 0.11
C -4.18 -3.32 1.18
P 0.08 -0.29 0.33
C -0.15 -1.73 -0.75
O -1.29 -0.52 1.24
H -0.57 2.45 4.89
H -0.39 0.97 3.98
H -1.93 1.86 3.98
H 0.10 3.72 3.09
H -1.27 3.15 2.16
H 1.64 0.67 2.77
H 2.35 4.12 0.72
H 3.76 3.10 0.63
H 3.46 -1.34 0.75
H 1.65 0.08 -2.33
H 1.95 1.73 -4.28
H 3.31 0.96 -3.53
H 3.18 3.61 -4.08
H 2.83 3.63 -2.35
H 4.94 3.08 -1.78
H 5.11 1.84 -3.01
H 5.31 3.76 -4.72
H 5.59 4.82 -3.31
H 7.30 4.18 -1.83
H 8.70 3.39 -2.61
H 7.39 2.41 -1.93
H -1.39 -1.07 -3.38
H -2.55 0.06 -3.10
H -0.96 0.96 -5.04
H -0.09 4.15 -4.50
H -1.96 3.48 -3.29
H -1.49 3.10 -0.21
H -1.85 1.82 0.89
H -3.64 2.44 -0.52
H -2.88 1.86 -1.97
H -2.87 -0.49 -0.59
H -4.27 0.13 -1.43
H -6.00 -1.19 -0.74
H -4.45 -1.93 -1.09
H -5.55 -3.55 -2.08
H -7.09 -3.31 -1.20
H -4.10 -5.38 0.53
H -3.70 -4.22 -0.76
H -3.16 -2.96 1.33
H -4.49 -3.77 2.13
H 0.57 -1.77 -1.57
H -1.17 -1.84 -1.10
H 0.06 -2.58 -0.10
H -1.20 -0.17 2.13
C -0.66 -5.61 3.88
C -0.17 -4.46 3.01
C 1.18 -3.88 3.43
O 1.15 -3.05 4.57
C 1.16 -3.72 5.82
N -1.21 -3.43 2.96
H -1.07 -5.26 4.83
H -1.46 -6.15 3.37
H 0.14 -6.32 4.09
H -0.04 -4.85 2.00
H 1.54 -3.24 2.62
H 1.93 -4.68 3.56
H 1.76 -4.63 5.78
H 0.15 -3.97 6.15
H 1.60 -3.04 6.55
H -0.96 -2.70 2.31
H -1.22 -2.96 3.86
*
```

HOMO level, Eh: -0.367
Calculated total energy, eV: -114185.3052